(1)
This record from the OMol25 dataset describes a molecular structure, C22H35MoNO2P2S2 at a distorted geometry. The level of theory is ωB97M-V with the def2-TZVPD basis set.

```
65
Properties=species:S:1:pos:R:3
H -0.921 -0.874 -1.879
C 0.051 -0.640 -1.431
H 0.856 3.802 -0.564
H -1.337 -1.855 -3.846
C -0.765 -3.086 -0.255
N -0.906 0.612 3.803
O -2.409 -1.196 4.945
P 0.136 -1.562 0.142
C 0.354 0.786 4.224
H 1.192 2.236 -3.855
H 2.631 0.809 5.787
H 1.767 -1.117 -6.251
C 0.297 0.853 -1.398
H -0.220 1.317 -2.246
H 0.809 -1.104 -2.065
C 0.515 0.695 5.656
H -2.746 0.928 -4.819
O -3.070 1.154 5.446
C 1.735 0.538 6.329
H -0.324 -3.576 -1.141
H -0.732 -3.797 0.581
C -1.373 -0.531 -5.612
H -2.068 3.324 0.390
H -1.897 1.465 -6.249
C 1.630 -0.598 -5.290
C -0.668 0.283 6.279
Mo -0.430 -0.015 1.776
H 2.062 -2.718 1.087
C 0.559 -0.321 8.259
C -0.667 -0.198 7.587
H -0.607 -2.931 2.162
H -2.649 1.810 -0.352
H -1.250 -1.882 3.399
C 0.929 3.099 0.275
C -0.419 -1.993 2.689
H 1.155 -2.081 -3.752
H 1.945 2.699 0.322
H -0.795 -0.553 -6.546
H 2.215 1.416 -5.763
H 2.138 -2.644 -0.701
H -1.824 -2.846 -0.439
S -2.044 0.188 5.156
H -1.779 3.021 -1.355
C 0.671 -1.350 -4.411
H 1.364 1.085 -1.537
C 1.895 -2.075 0.211
C -1.844 2.554 -0.361
C -0.801 1.682 -4.400
C -0.671 -1.278 -4.504
H 0.727 3.637 1.206
H 0.736 0.928 -6.553
H 0.519 -2.082 3.256
C 1.764 0.003 7.613
C 0.531 1.628 -4.505
H 0.601 -0.702 9.281
C -1.759 0.938 -5.292
C 1.268 0.883 -5.593
H -1.597 -0.494 8.070
S 1.487 0.639 2.916
H 2.723 -0.176 8.096
H -1.294 2.400 -3.722
H 2.563 -1.205 0.287
H -2.303 -1.075 -5.835
H 2.618 -0.608 -4.813
P -0.276 1.751 0.108
```

Its charge is +2. The calculation puts the energy above the lowest of the compared OMol25 structures with the same formula, charge and spin at 0.0 kJ/mol. The multiplicity is 3. The calculation puts the frontier orbital gap (spin up / spin down) at 4.7 / 5.4 eV. Its electronic energy is -2611.1084 Eh.

Löwdin population analysis, charges in e, atoms 1 to 8:
1 H 0.08
2 C -0.40
3 H 0.08
4 H 0.10
5 C -0.21
6 N -0.25
7 O -0.27
8 P 0.71

(2)
This record from the OMol25 dataset describes a molecular structure, C22H35N7PS2Sr at a distorted geometry. The level of theory is ωB97M-V with the def2-TZVPD basis set.

```
68
Properties=species:S:1:pos:R:3
N -0.761 0.639 2.285
N 1.463 -2.961 -1.274
C -0.627 1.290 -3.988
H -5.317 -3.770 -0.648
N 1.847 1.198 1.045
H -0.515 0.028 4.329
C -1.362 2.745 1.106
H -3.761 1.431 -1.817
H -0.167 2.228 -3.668
H 1.306 -2.434 1.490
C -3.208 -3.519 -0.950
H 4.425 0.713 3.133
H -1.697 -1.610 -3.711
S 2.489 -0.468 -1.786
C 3.764 2.631 2.405
C 0.026 0.026 3.378
H -3.079 -4.431 -1.520
C 1.879 2.534 0.954
H -5.515 -1.639 0.656
C -3.035 1.750 -2.568
C 2.490 -2.139 -1.411
H 0.999 -1.805 3.886
C 0.847 3.187 0.042
H 0.916 0.636 3.530
H -3.538 1.811 -3.535
N 0.253 -2.410 -0.968
C -3.421 -1.222 0.455
H -0.442 -2.021 2.891
H -3.484 -0.284 1.002
H -0.901 2.727 -0.872
H -3.225 -1.251 -2.894
H 0.046 2.514 2.714
C -0.918 2.101 2.418
H 2.818 4.369 1.549
S 3.951 -3.100 -1.212
H -1.624 2.371 3.209
H 3.111 -1.306 2.823
C -2.106 -2.709 -0.704
H 4.884 -1.103 -2.141
C -4.450 -3.148 -0.467
C 2.628 -0.955 1.905
C 2.730 0.561 1.828
H 5.934 -2.523 -2.383
H 5.872 -1.720 -0.796
C -0.779 -3.120 -1.213
H 0.713 4.231 0.340
H -0.691 -4.056 -1.761
H 0.180 0.601 -4.241
N -2.214 -1.564 -0.003
C 0.447 -1.401 3.032
N 1.243 -1.464 1.782
H -2.858 -0.492 -4.457
C 3.719 1.249 2.513
H -2.347 2.360 0.826
P -1.625 0.565 -2.632
H 1.270 3.191 -0.966
C 5.296 -1.997 -1.676
Sr 0.088 -0.120 -0.009
H -2.693 2.755 -2.306
H -1.234 1.482 -4.875
C -2.430 -0.827 -3.511
H 3.201 -1.359 1.066
H -1.467 3.821 1.277
H -1.684 0.209 2.289
H 4.520 3.194 2.937
C -4.567 -1.970 0.255
N -0.436 2.458 -0.014
C 2.822 3.290 1.629
```

Its charge is +1. The calculation puts the energy above the lowest of the compared OMol25 structures with the same formula, charge and spin at 50.3 kJ/mol. The calculation puts the frontier orbital gap at 7.2 eV. Its electronic energy is -2410.9792 Eh.

Löwdin population analysis, charges in e, atoms 1 to 8:
1 N -0.15
2 N -0.13
3 C -0.28
4 H 0.12
5 N 0.00
6 H 0.13
7 C -0.18
8 H 0.03

(3)
This record from the OMol25 dataset describes a molecular structure, C22H35NO2P2ReS2 at a distorted geometry. The level of theory is ωB97M-V with the def2-TZVPD basis set.

```
65
Properties=species:S:1:pos:R:3
C 2.519 1.625 -1.187
H -0.450 -2.694 -1.471
C 0.715 3.548 -0.170
H -2.869 -0.148 2.111
S -1.760 -0.063 4.439
P -1.918 0.244 -0.104
Re 1.038 -0.140 -1.328
H 2.201 -2.447 3.620
H -0.455 -1.537 -4.402
H -1.667 -0.257 -4.179
H 1.680 -1.733 -4.806
C 2.050 -1.740 -3.757
H 1.798 1.678 1.174
H 3.069 -2.193 -3.786
H -3.344 -1.206 -1.630
H -3.856 -1.343 0.029
H 1.661 -1.268 7.857
H -1.081 2.257 -2.936
C 2.157 -0.366 -3.024
H 2.895 2.197 -0.341
H -4.030 0.766 1.073
C -0.303 -1.475 2.820
H 2.966 1.909 -2.139
C -0.614 -0.521 -4.037
H -2.897 2.434 -0.493
C -1.208 2.485 -1.887
H 0.524 4.375 -0.865
S 0.150 -1.973 1.265
H 0.703 0.112 -5.610
P 0.450 2.081 -1.209
C 1.294 0.710 1.061
C -2.968 0.676 1.366
C 1.371 0.751 -3.518
C 2.069 -1.933 5.808
H 1.799 -3.226 -2.306
H -2.332 -2.077 -0.470
C 1.296 -1.323 6.819
C 0.203 -1.947 -1.995
H 0.531 -3.341 -3.620
H -1.676 -0.761 -2.287
C 1.646 -1.999 4.461
C -0.336 -0.804 5.133
H -3.063 1.306 -1.879
C 1.100 -2.667 -2.942
C -0.558 -0.644 -2.500
C 0.346 0.496 -4.623
H 0.481 0.723 1.799
H 3.220 -0.166 -2.742
H -1.332 3.556 -1.797
N -1.505 -0.919 3.008
C -2.331 1.706 -1.149
H -0.525 -0.214 7.231
O -1.584 1.342 4.226
C 0.065 -0.738 6.473
H 1.672 1.816 -3.513
C -2.972 -1.198 -0.601
H -0.284 1.376 -4.845
H -0.055 3.549 0.607
H 1.717 3.666 0.262
O -2.967 -0.540 5.088
H 1.987 -0.086 1.352
H 2.673 0.490 -0.967
H -2.562 1.597 1.812
C 0.413 -1.447 4.131
H 3.041 -2.338 6.091
```

Its charge is +2. The multiplicity is 4. The calculation puts the frontier orbital gap (spin up / spin down) at 5.8 / 4.9 eV. Its electronic energy is -2620.8494 Eh.

Löwdin population analysis, charges in e, atoms 1 to 8:
1 C -0.22
2 H 0.09
3 C -0.22
4 H 0.01
5 S 0.67
6 P 0.97
7 Re 1.10
8 H 0.12

(4)
This record from the OMol25 dataset describes a molecular structure, C22H35NO3P2SSr at a distorted geometry. The level of theory is ωB97M-V with the def2-TZVPD basis set.

```
65
Properties=species:S:1:pos:R:3
H 0.887 0.997 -6.226
C 0.545 0.305 6.381
H 2.296 -2.969 0.487
H 1.218 0.733 -1.268
C -1.949 -0.164 7.447
C -1.166 -0.578 -5.153
H -1.525 -0.721 -1.039
H -1.065 -4.179 0.650
H -2.025 -3.022 -0.317
Sr 1.257 0.707 1.614
H -2.672 0.030 5.411
C -0.421 -0.710 -0.927
P 0.025 -2.002 0.358
H 1.726 3.053 -0.913
H 1.133 -1.754 2.593
N 1.145 0.843 4.072
H -0.893 -0.335 9.332
C -1.007 -3.394 -0.117
H -1.132 2.592 -3.605
H -2.120 -1.132 -5.188
H 0.772 4.208 0.053
C -2.042 2.629 -0.823
H -0.559 -2.336 2.765
H -1.021 -1.818 -3.342
H -0.016 -1.217 -1.831
C 0.337 -2.349 2.137
P -0.462 2.166 -0.093
O 2.896 -0.450 5.330
H -0.565 -3.820 -1.028
C -0.576 0.431 5.574
O -0.886 0.676 3.096
H 0.308 3.877 -1.649
H 1.464 -2.009 -3.361
H -0.202 0.991 -2.176
C -1.823 0.087 6.086
C -0.193 0.683 4.184
S 2.017 0.674 5.492
C 1.439 0.928 -5.269
C 0.692 1.660 -4.174
O 2.564 1.922 5.937
H -0.706 -0.727 -6.150
C -1.562 0.936 -4.981
C -0.398 -1.225 -4.035
H 1.331 2.216 -3.470
H -2.664 1.731 -0.951
H 0.690 -3.396 2.171
H 2.876 -0.567 -4.671
C 0.949 -1.261 -3.973
H -1.606 1.369 -5.994
H -2.582 0.942 -4.561
H -2.926 -0.351 7.895
C 0.113 0.727 -1.148
C -0.804 -0.180 8.269
H -2.504 3.290 -0.071
H 2.379 1.487 -5.432
H 1.757 -1.092 -5.946
H 2.236 -1.489 -0.533
C -0.653 1.762 -4.135
C 0.474 0.020 7.732
C 1.693 -2.404 -0.239
H 1.494 -3.022 -1.119
C 1.817 -0.557 -4.979
H -1.901 3.164 -1.777
H 1.387 -0.036 8.326
C 0.706 3.429 -0.724
```

The calculation puts the energy above the lowest of the compared OMol25 structures with the same formula, charge and spin at 0.0 kJ/mol. The calculation puts the frontier orbital gap (spin up / spin down) at 3.7 / 4.9 eV. Its electronic energy is -2251.1595 Eh.

Löwdin population analysis, charges in e, atoms 1 to 8:
1 H 0.11
2 C -0.23
3 H 0.06
4 H 0.05
5 C -0.06
6 C -0.17
7 H 0.08
8 H 0.06

(5)
This record from the OMol25 dataset describes C22H35NO4 in the gas phase. The level of theory is ωB97M-V with the def2-TZVPD basis set.

```
62
Properties=species:S:1:pos:R:3
H 0.454 -5.759 4.876
H -2.913 -3.209 4.084
H 3.178 8.267 -0.993
C 0.755 0.338 -2.386
H 1.692 7.856 -0.122
H 1.505 2.751 -1.256
C 0.758 5.246 -2.288
O 1.850 4.791 -2.511
H -0.274 -2.763 -1.994
H -2.117 -6.779 5.610
C -2.042 -3.394 4.706
H -0.753 4.207 -4.274
H -2.387 -3.667 5.700
H -2.314 -3.276 1.988
H -1.474 3.168 -0.708
H 2.507 -3.766 1.257
C 1.637 7.440 -2.236
C -0.699 -2.933 0.671
C -0.125 -4.893 5.186
C 0.073 -0.700 -1.481
H -3.475 -5.695 5.292
C 2.374 7.542 -0.908
H -0.630 -5.141 6.117
C 0.587 -2.129 -1.748
H -2.690 -5.430 2.929
C -0.470 3.553 -0.898
C -0.484 -3.989 2.850
H 1.164 2.793 -3.628
O 1.327 -2.669 -0.683
H 1.530 -4.572 3.337
H 0.282 -0.460 -0.425
C 0.665 -3.068 0.448
H 1.213 8.403 -2.526
H 1.279 -2.134 -2.594
C -2.778 -6.394 4.838
C 0.881 -4.114 2.609
H -1.475 -2.469 4.786
H -0.150 4.123 -0.024
H -1.314 -6.469 3.272
H 2.798 6.576 -0.644
C 0.140 2.422 -3.472
C -1.250 -3.394 1.854
C -0.531 4.463 -2.132
H 0.461 1.736 -0.236
C 1.447 -3.662 1.434
H 2.312 7.077 -3.017
H -1.341 -2.466 -0.058
N 0.047 1.604 -2.273
H -1.522 0.263 -1.916
O 0.519 6.554 -2.144
C -1.152 -4.500 4.120
H -3.350 -7.229 4.438
H -1.841 3.222 -3.284
C -0.821 3.602 -3.368
H -0.142 1.809 -4.333
H -1.329 5.199 -2.003
H 1.822 0.419 -2.133
O -1.318 -0.662 -1.702
C -1.991 -5.732 3.712
H 0.551 -4.064 5.385
C 0.478 2.379 -1.118
H 0.668 -0.009 -3.419
```

The calculation puts the energy above the lowest of the compared OMol25 structures with the same formula, charge and spin at 21.2 kJ/mol. The calculation puts the frontier orbital gap at 8.9 eV. As for the structure (SMILES): CCOC(=O)C1CCN(C[C@@H](O)COc2ccc(C(C)(C)CC)cc2)CC1. Its electronic energy is -1215.0289 Eh.

Löwdin population analysis, charges in e, atoms 1 to 8:
1 H 0.09
2 H 0.08
3 H 0.08
4 C -0.14
5 H 0.08
6 H 0.13
7 C -0.46
8 O 0.11

(6)
This record from the OMol25 dataset describes a molecular structure, C22H35NO4P2Pd at a distorted geometry. The level of theory is ωB97M-V with the def2-TZVPD basis set.

```
65
Properties=species:S:1:pos:R:3
C -4.513 1.998 -0.706
C 0.498 -2.087 2.193
H 2.121 -4.096 0.464
H 0.641 2.190 -2.809
H -2.576 1.149 -0.623
O -4.520 -1.701 -0.941
C 6.843 -1.466 -1.988
C -4.351 -0.891 1.311
H 0.860 -1.615 -1.604
H -6.910 -0.315 3.489
H 7.303 -1.923 -2.864
Pd 2.467 0.245 0.671
H -4.941 2.986 -0.915
H 3.673 1.691 -2.285
P 1.826 1.896 -0.761
H -3.571 -1.313 -0.840
H -2.223 1.970 1.490
H 4.822 -1.507 -2.814
C 7.033 -0.513 0.249
H 2.928 3.328 -2.356
H -0.572 -1.412 -0.542
H -4.754 1.329 -1.535
H -3.437 3.235 1.261
H 1.047 4.172 -0.526
H 1.844 3.563 0.959
C -2.580 2.742 0.796
H 0.805 0.458 -2.394
H 0.177 3.043 0.569
C -6.491 -1.639 0.374
C 1.153 3.310 0.146
C 3.253 2.514 -1.696
C -7.133 -1.177 1.514
H 0.194 -3.141 2.219
C -2.889 -0.606 1.118
O -2.493 -0.485 -0.124
C 0.356 -1.979 -0.703
H 7.638 -0.228 1.111
C 2.662 -3.151 0.598
H 0.117 -3.044 -0.820
H 3.334 -2.974 -0.248
C -6.397 -0.642 2.582
C 0.592 1.455 -1.997
C 5.665 -0.280 0.282
O -2.160 -0.449 2.113
H -1.779 3.464 0.632
H 5.165 0.177 1.145
H 4.016 2.881 -1.000
H -7.022 -2.116 -0.448
C -2.999 2.113 -0.529
H 8.702 -1.283 -0.886
C 4.846 -0.653 -0.829
C -5.104 -1.443 0.236
H 3.244 -3.183 1.526
H -0.427 1.489 -1.578
H -0.392 -1.434 2.210
P 1.468 -1.794 0.707
H -8.218 -1.263 1.580
H -4.394 -0.179 3.322
H 1.134 -1.872 3.060
C 5.479 -1.245 -1.979
H -4.969 1.603 0.208
O -2.234 2.231 -1.563
C 7.626 -1.104 -0.874
C -5.006 -0.535 2.492
N 3.523 -0.495 -0.849
```

The calculation puts the energy above the lowest of the compared OMol25 structures with the same formula, charge and spin at 0.0 kJ/mol. The multiplicity is 5. The calculation puts the frontier orbital gap (spin up / spin down) at 6.8 / 4.9 eV. Its electronic energy is -2025.4186 Eh.

Löwdin population analysis, charges in e, atoms 1 to 8:
1 C -0.01
2 C -0.25
3 H 0.06
4 H 0.06
5 H 0.10
6 O 0.03
7 C -0.09
8 C -0.09

(7)
This record from the OMol25 dataset describes a molecular structure, C22H36As3N3O5Re. The level of theory is ωB97M-V with the def2-TZVPD basis set.

```
70
Properties=species:S:1:pos:R:3
H -2.427 -1.364 5.003
C 2.642 -0.323 1.376
H 2.317 -5.222 -1.476
H -2.318 4.015 0.864
H -3.864 -1.909 1.807
H 4.520 -0.050 2.360
As -2.013 1.728 -0.149
C -0.254 1.322 0.357
C -4.316 0.067 1.075
H 2.462 -5.549 1.050
H 0.994 -3.138 -2.086
H -2.374 0.539 1.920
H -3.285 -2.420 3.887
C 3.996 -0.078 1.415
N 1.991 -0.360 0.216
O 0.459 -0.657 -1.886
H -3.481 1.911 1.774
C -3.924 -1.401 0.845
C -3.422 1.473 4.497
H -3.422 -1.384 -2.216
C -2.244 1.264 -2.002
O 2.175 -0.303 -3.278
H -2.212 -1.141 3.267
H 6.334 0.481 -0.638
H -1.857 4.156 -0.842
C 2.606 -0.204 -0.956
As -4.468 -0.171 4.205
C -5.169 0.134 2.358
C 3.966 0.042 -1.001
As -2.196 -1.869 -0.008
O 2.231 -0.590 3.700
H -3.257 -4.127 0.573
C 1.200 -3.487 -1.088
C -3.121 1.006 1.278
H 0.433 1.881 -0.289
H -3.474 -3.115 -1.852
C 4.660 0.115 0.202
O 5.994 0.355 0.254
C -2.242 -3.730 0.615
C -2.490 3.620 -0.137
H -1.872 -3.768 1.640
H -1.622 1.970 -2.553
C -5.178 0.559 -0.093
H -2.474 1.475 3.961
C 1.699 -0.372 -2.160
H -5.335 1.640 -0.047
H -3.276 1.368 -2.323
H 1.077 -3.393 2.088
C 1.753 -0.631 2.581
H -5.989 -0.582 2.254
C 1.957 -4.732 0.566
H -1.592 -4.337 -0.014
H -4.715 -1.905 0.281
H -1.981 -2.369 -2.489
C -2.937 -1.398 4.039
H -4.011 2.344 4.207
H -6.158 0.079 -0.067
H -0.117 1.670 1.386
C -2.843 -2.225 -1.837
C 1.275 -3.668 1.066
N 0.801 -2.905 0.021
H -5.642 1.121 2.431
O 0.520 -0.914 2.285
H -3.216 1.548 5.564
H -3.535 3.767 -0.409
N 1.902 -4.606 -0.801
Re 0.016 -0.839 0.201
H 4.450 0.162 -1.963
H -1.857 0.264 -2.176
H -4.719 0.313 -1.052
```

The calculation puts the energy above the lowest of the compared OMol25 structures with the same formula, charge and spin at 35.4 kJ/mol. The multiplicity is 2. The calculation puts the frontier orbital gap (spin up / spin down) at 6.8 / 6.4 eV. Its electronic energy is -8185.9887 Eh.

Löwdin population analysis, charges in e, atoms 1 to 8:
1 H 0.02
2 C -0.15
3 H 0.15
4 H 0.03
5 H 0.03
6 H 0.14
7 As 1.14
8 C -0.47